Below is the molecule C5H5ClFN in a non-equilibrium geometry, with properties calculated with ωB97M-V with the def2-TZVPD basis set.

Properties
Electronic energy ... -21992.7441 eV
Kohn-Sham gap ... 9.44 eV
HOMO energy ... -9.3 eV
SMILES string ... C=C/N=C\C=C(/F)Cl
Energy relative to the best compared isomer or geometry (same formula, charge and spin) ... 2.448 eV
Maximum force ... 0.0690 hartree/bohr

Last column: Mulliken charge in e.
Positions of all 13 atoms, in Å:
C1 -0.518 1.475 0.653  -0.569
C2 -1.401 0.778 -0.020  -0.100
N1 -1.626 -0.610 0.159  -0.545
C3 -0.697 -1.435 -0.196  0.015
C4 0.659 -1.037 -0.627  -0.332
C5 1.452 -0.261 0.146  0.301
F1 1.639 -0.482 1.460  -0.194
Cl1 2.859 0.516 -0.525  -0.177
H1 -0.504 2.592 0.598  0.238
H2 0.186 1.031 1.342  0.339
H3 -1.984 1.150 -0.870  0.305
H4 -0.801 -2.472 -0.392  0.394
H5 0.736 -1.245 -1.729  0.324